(1)
A 5-piece molecular cluster, C21H31N5O7 overall in a non-equilibrium geometry. Source: the OMol25 dataset; level of theory: wB97M-V/def2-TZVPD.

Properties
- maximum force (hartree/bohr) = 0.0740
- relative energy (zero: lowest compared OMol25 entry of this formula, charge and spin) (kcal per mole) = 0.0
- multiplicity = 1
- electronic energy (Ha) = -1619.002840
- frontier orbital gap (Ha) = 0.2985
- lowest unoccupied orbital energy (eV) = -1.1

Geometry (Å):
C  -22.11  13.76  -27.33
O  -22.14  13.15  -26.27
N  -21.61  15.01  -27.45
C  -21.31  15.57  -28.82
C  -21.29  15.87  -26.29
H  -22.28  13.31  -28.32
H  -22.12  16.20  -29.20
H  -21.18  14.78  -29.55
H  -20.34  16.07  -28.90
H  -21.24  15.25  -25.39
H  -20.36  16.42  -26.41
H  -22.13  16.55  -26.18
C  -21.04  13.90  -20.46
O  -22.17  14.45  -20.32
N  -20.40  13.60  -21.63
C  -21.06  13.74  -22.93
C  -19.04  13.09  -21.60
H  -20.48  13.55  -19.58
H  -20.49  14.42  -23.56
H  -22.09  14.11  -22.97
H  -20.93  12.73  -23.32
H  -18.59  13.26  -20.62
H  -18.99  12.06  -21.95
H  -18.36  13.73  -22.17
C  -22.27  13.25  -31.53
O  -22.68  12.57  -30.55
N  -21.44  12.72  -32.47
C  -20.92  11.40  -32.25
C  -21.18  13.50  -33.66
H  -22.54  14.29  -31.75
H  -19.95  11.27  -32.73
H  -21.55  10.83  -32.92
H  -20.95  11.06  -31.21
H  -21.00  14.55  -33.44
H  -20.31  13.08  -34.16
H  -22.09  13.53  -34.26
C  -18.55  11.64  -25.27
C  -18.14  10.36  -25.55
C  -18.28  9.80  -26.83
C  -18.84  10.54  -27.86
C  -19.29  11.87  -27.56
C  -19.10  12.42  -26.28
N  -18.85  10.04  -29.26
O  -18.85  8.84  -29.55
O  -18.87  10.87  -30.18
H  -18.49  11.95  -24.24
H  -17.89  9.73  -24.70
H  -17.84  8.84  -27.06
H  -19.58  12.37  -28.47
H  -19.46  13.42  -26.09
C  -17.68  15.57  -31.55
C  -17.27  16.77  -30.94
C  -17.22  16.91  -29.50
C  -17.35  15.71  -28.74
C  -17.82  14.54  -29.37
C  -18.08  14.46  -30.75
N  -17.14  15.85  -27.24
O  -17.56  14.97  -26.49
O  -16.53  16.89  -26.89
H  -17.78  15.49  -32.62
H  -16.97  17.61  -31.55
H  -17.02  17.89  -29.10
H  -18.13  13.78  -28.66
H  -18.51  13.62  -31.26



(2)
One molecule with the formula C21H31N5S. Source: the OMol25 dataset; level of theory: wB97M-V/def2-TZVPD.

Properties
- maximum force (hartree/bohr) = 0.0134
- relative energy (zero: lowest compared OMol25 entry of this formula, charge and spin) (kcal per mole) = 2.3
- multiplicity = 1
- electronic energy (Ha) = -1490.814097
- frontier orbital gap (Ha) = 0.2842
- lowest unoccupied orbital energy (eV) = 0.3

Geometry (Å):
C  1.46  5.11  2.15
H  1.05  5.97  1.64
H  0.73  4.30  2.11
H  1.64  5.37  3.19
C  2.77  4.68  1.47
N  3.40  3.49  2.01
C  2.72  2.25  1.71
H  2.48  1.71  2.63
C  3.60  1.35  0.82
N  2.94  0.10  0.52
C  2.97  -0.96  1.34
N  2.09  -1.98  1.09
C  0.91  -1.95  0.34
C  0.10  -0.83  0.29
C  -1.08  -0.83  -0.47
C  -1.45  -2.00  -1.18
N  -2.56  -2.09  -1.93
C  -3.35  -1.03  -2.02
N  -4.45  -1.16  -2.79
C  -5.46  -0.16  -3.00
C  -6.40  -0.79  -4.03
H  -7.42  -0.42  -3.93
C  -6.27  -2.28  -3.74
H  -6.58  -2.90  -4.58
C  -4.79  -2.43  -3.41
H  -4.56  -3.25  -2.73
H  -4.19  -2.56  -4.32
H  -6.87  -2.55  -2.87
H  -6.04  -0.57  -5.04
H  -5.02  0.78  -3.37
H  -6.00  0.06  -2.06
C  -3.07  0.19  -1.34
C  -1.94  0.30  -0.57
C  -1.62  1.58  0.14
H  -2.40  2.32  -0.04
H  -1.55  1.41  1.22
H  -0.67  1.98  -0.20
H  -3.74  1.02  -1.43
C  -0.62  -3.14  -1.08
C  0.53  -3.12  -0.35
H  1.16  -3.99  -0.28
H  -0.93  -4.03  -1.61
H  0.35  0.04  0.88
H  2.32  -2.85  1.55
S  4.07  -1.14  2.56
H  2.23  0.12  -0.20
H  3.84  1.86  -0.11
H  4.53  1.12  1.35
H  1.78  2.45  1.18
C  3.85  3.61  3.38
C  5.00  2.66  3.68
H  4.68  1.62  3.64
H  5.80  2.80  2.96
H  5.39  2.85  4.68
H  4.20  4.64  3.52
H  3.04  3.43  4.10
H  2.59  4.50  0.40
H  3.49  5.50  1.54



(3)
One molecule with the formula C21H31NO2. Source: the OMol25 dataset; level of theory: wB97M-V/def2-TZVPD.

Properties
- maximum force (hartree/bohr) = 0.0097
- relative energy (zero: lowest compared OMol25 entry of this formula, charge and spin) (kcal per mole) = 60.2
- multiplicity = 1
- electronic energy (Ha) = -1023.975617
- frontier orbital gap (Ha) = 0.3557
- lowest unoccupied orbital energy (eV) = 0.8

Geometry (Å):
C  1.22  -4.86  -2.39
H  1.43  -5.43  -3.30
H  1.09  -5.56  -1.58
H  0.29  -4.31  -2.54
C  2.37  -3.88  -2.13
N  1.98  -2.88  -1.15
C  1.76  -3.35  0.20
H  1.34  -4.35  0.15
C  0.75  -2.43  0.90
O  -0.37  -2.21  0.07
H  -0.02  -2.23  -0.84
H  0.39  -2.89  1.82
H  1.23  -1.47  1.14
H  2.68  -3.39  0.80
C  2.76  -1.64  -1.20
C  1.89  -0.47  -1.16
C  1.16  0.48  -1.17
C  0.29  1.63  -1.16
H  -0.09  1.79  -2.17
H  0.89  2.50  -0.86
C  -0.92  1.46  -0.20
C  -1.89  2.62  -0.35
C  -3.26  2.39  -0.21
C  -4.17  3.42  -0.29
C  -3.74  4.72  -0.52
C  -2.39  4.96  -0.71
C  -1.48  3.92  -0.63
H  -0.44  4.15  -0.80
H  -2.05  5.96  -0.92
H  -4.45  5.53  -0.58
H  -5.23  3.22  -0.17
H  -3.60  1.38  -0.06
O  -1.63  0.29  -0.55
H  -1.15  -0.49  -0.24
C  -0.40  1.34  1.26
C  0.10  2.65  1.89
C  -0.95  3.04  2.93
H  -1.79  3.53  2.43
H  -0.56  3.71  3.69
C  -1.39  1.69  3.48
H  -2.33  1.74  4.03
H  -0.62  1.30  4.15
C  -1.49  0.82  2.22
H  -1.37  -0.24  2.44
H  -2.47  0.96  1.77
H  1.06  2.47  2.39
H  0.26  3.44  1.16
H  0.42  0.62  1.22
H  3.47  -1.59  -0.36
H  3.34  -1.61  -2.13
C  3.65  -4.64  -1.75
H  3.50  -5.25  -0.86
H  4.47  -3.95  -1.57
H  3.94  -5.30  -2.57
H  2.55  -3.34  -3.06



(4)
C21H31O4Pt as an isolated structure in a non-equilibrium geometry. Source: the OMol25 dataset; level of theory: wB97M-V/def2-TZVPD.

Properties
- maximum force (hartree/bohr) = 0.0773
- relative energy (zero: lowest compared OMol25 entry of this formula, charge and spin) (kcal per mole) = 1.9
- multiplicity = 5
- electronic energy (Ha) = -1238.497655
- charge = +1
- frontier orbital gap (alpha / beta) (Ha) = 0.2939 / 0.1693
- <S²> = 6.039
- lowest unoccupied orbital energy (alpha / beta) (eV) = -2.4 / -6.9

Geometry (Å):
O  2.16  -0.61  -2.50
C  1.62  -1.07  -3.79
C  2.88  -0.85  -4.62
H  0.83  -0.40  -4.15
H  1.29  -2.11  -3.74
C  3.39  -0.30  -3.26
H  2.71  -0.13  -5.43
H  3.33  -1.79  -4.94
C  3.61  1.19  -3.28
H  2.68  1.69  -3.58
H  4.42  1.45  -3.97
H  3.89  1.51  -2.27
C  4.60  -1.08  -2.77
H  4.41  -2.16  -2.78
H  4.89  -0.76  -1.76
H  5.45  -0.91  -3.46
Pt  -0.79  -0.07  2.01
C  -0.93  -1.25  4.65
C  -2.13  -1.49  3.98
C  -1.85  -1.94  2.63
H  -3.12  -1.49  4.44
C  -0.39  -2.12  2.54
C  0.16  -1.53  3.76
H  1.22  -1.48  4.02
H  -0.83  -0.99  5.70
H  -2.56  -2.37  1.92
H  0.13  -2.70  1.78
C  -0.35  2.45  4.13
C  0.74  1.59  3.94
C  0.84  1.23  2.54
H  1.44  1.28  4.71
C  -0.31  1.94  1.85
C  -1.00  2.67  2.92
H  -1.83  3.36  2.75
H  -0.61  2.94  5.08
H  1.70  0.84  1.99
H  -0.25  2.22  0.80
O  -0.23  0.91  -2.86
C  0.04  0.62  -1.46
C  -0.41  -0.82  -1.22
H  -0.63  1.25  -0.85
H  1.08  0.83  -1.21
C  -1.72  -0.82  -2.01
H  -0.57  -1.03  -0.16
H  0.33  -1.51  -1.62
C  -1.42  0.11  -3.18
H  -2.50  -0.35  -1.38
H  -2.04  -1.82  -2.32
H  -2.29  0.76  -3.37
H  -1.18  -0.52  -4.07
C  -4.92  0.80  2.29
O  -3.65  0.15  2.48
C  -2.68  0.55  1.63
O  -2.94  1.27  0.67
H  -5.60  0.32  3.00
H  -5.28  0.66  1.27
H  -4.84  1.87  2.53



(5)
C21H31O4Zr as an isolated structure in a non-equilibrium geometry. Source: the OMol25 dataset; level of theory: wB97M-V/def2-TZVPD.

Properties
- maximum force (hartree/bohr) = 0.1081
- relative energy (zero: lowest compared OMol25 entry of this formula, charge and spin) (kcal per mole) = 63.0
- multiplicity = 1
- electronic energy (Ha) = -1166.548264
- charge = +1
- frontier orbital gap (Ha) = 0.2499
- lowest unoccupied orbital energy (eV) = -3.0

Geometry (Å):
O  0.83  -0.66  -1.46
C  1.09  0.51  -2.42
C  1.01  -0.28  -3.70
H  2.07  0.93  -2.20
H  0.29  1.24  -2.25
C  0.88  -1.53  -2.82
H  1.92  -0.27  -4.31
H  0.10  -0.09  -4.28
C  2.11  -2.39  -2.93
H  3.02  -1.78  -2.89
H  2.09  -2.87  -3.92
H  2.14  -3.18  -2.18
C  -0.38  -2.30  -3.16
H  -1.24  -1.62  -3.28
H  -0.59  -3.11  -2.45
H  -0.18  -2.76  -4.14
Zr  0.54  -0.53  0.61
C  -1.14  -0.56  2.97
C  -1.70  0.70  3.29
C  -2.74  0.98  2.35
H  -1.46  1.35  4.13
C  -2.71  -0.03  1.36
C  -1.67  -0.99  1.69
H  -1.69  -2.01  1.33
H  -0.57  -1.17  3.66
H  -3.47  1.79  2.41
H  -3.41  -0.09  0.52
C  1.47  -2.12  2.31
C  0.61  -2.89  1.48
C  1.06  -2.74  0.13
H  -0.19  -3.55  1.80
C  2.27  -1.94  0.17
C  2.50  -1.54  1.51
H  3.40  -1.04  1.88
H  1.42  -2.07  3.39
H  0.63  -3.27  -0.71
H  2.91  -1.67  -0.67
O  -0.95  1.24  -0.34
C  -1.94  1.07  -1.41
C  -2.70  2.40  -1.49
H  -2.56  0.19  -1.21
H  -1.44  0.82  -2.36
C  -1.89  3.41  -0.68
H  -3.70  2.20  -1.09
H  -2.82  2.69  -2.53
C  -0.76  2.64  -0.02
H  -2.53  3.84  0.08
H  -1.46  4.17  -1.35
H  -0.74  2.74  1.07
H  0.25  2.90  -0.34
C  1.91  2.49  3.67
C  1.46  1.11  3.26
O  1.34  0.25  4.12
O  1.19  0.90  1.95
H  1.29  2.88  4.48
H  1.91  3.19  2.84
H  2.92  2.42  4.10



(6)
C21H32AlF16N4O3 as an isolated structure in a non-equilibrium geometry. Source: the OMol25 dataset; level of theory: wB97M-V/def2-TZVPD.

Properties
- maximum force (hartree/bohr) = 0.0311
- multiplicity = 1
- electronic energy (Ha) = -3104.413898
- charge = -1
- frontier orbital gap (Ha) = 0.2312
- lowest unoccupied orbital energy (eV) = 1.8

Geometry (Å):
C  1.37  -5.72  5.39
C  0.45  -4.99  5.16
C  -0.65  -4.12  4.81
Al  -0.33  -3.32  2.94
C  1.62  -3.42  2.35
C  1.74  -3.46  0.80
N  2.62  -4.54  0.32
C  4.03  -4.18  0.40
C  4.49  -2.95  -0.40
C  2.21  -5.19  -0.84
C  3.17  -5.37  -2.00
O  1.09  -5.66  -0.94
C  -0.88  -1.34  2.86
C  -0.98  -0.72  1.45
N  0.28  -0.17  0.98
N  -1.91  0.45  1.51
N  -1.43  -1.72  0.49
H  2.25  -6.33  5.33
H  -0.78  -3.38  5.61
H  -1.54  -4.75  4.77
H  -1.15  -4.26  1.90
H  2.12  -4.28  2.79
H  2.12  -2.51  2.70
H  0.75  -3.61  0.38
H  2.08  -2.48  0.47
H  4.26  -4.02  1.46
H  4.62  -5.04  0.09
H  4.87  -2.18  0.27
H  5.30  -3.19  -1.09
H  3.69  -2.50  -0.98
H  4.02  -5.98  -1.70
H  2.64  -5.89  -2.79
H  3.53  -4.41  -2.36
H  -1.83  -1.16  3.36
H  -0.13  -0.74  3.38
H  0.18  0.82  0.94
H  1.03  -0.39  1.62
H  -1.89  0.86  0.58
H  -2.86  0.11  1.63
H  -2.40  -1.98  0.61
H  -1.21  -1.47  -0.46
C  1.10  5.13  -0.70
C  0.75  6.43  0.04
C  1.88  7.15  0.79
F  2.38  6.38  1.78
F  1.38  8.28  1.35
F  -0.29  6.22  0.87
F  0.34  7.32  -0.91
O  0.79  3.91  -0.08
C  1.67  3.30  0.79
C  1.08  3.17  2.20
F  0.80  4.39  2.69
F  2.01  2.59  2.99
F  2.87  3.92  0.79
F  1.87  2.05  0.32
H  0.46  5.14  -1.58
H  2.12  5.15  -1.08
H  2.68  7.42  0.11
H  0.17  2.56  2.18
C  -5.32  2.15  -3.51
C  -4.61  1.81  -2.19
C  -3.51  2.75  -1.71
F  -2.48  2.79  -2.58
F  -3.03  2.28  -0.53
F  -4.15  0.54  -2.24
F  -5.58  1.85  -1.22
O  -4.90  1.47  -4.67
C  -3.88  1.92  -5.45
C  -2.71  0.93  -5.48
F  -2.23  0.72  -4.25
F  -1.72  1.45  -6.25
F  -3.47  3.15  -5.08
F  -4.34  2.03  -6.71
H  -6.35  1.82  -3.36
H  -5.37  3.23  -3.67
H  -3.89  3.76  -1.55
H  -3.04  -0.02  -5.91